52
Properties=species:S:1:pos:R:3:forces:R:3 method="wB97M-V/def2-TZVPD" e_tot_ev=-80908.6096
H -4.0848 -0.8810 5.3666 0.0032 -0.0036 0.0019
C 1.0540 0.0563 -4.4006 0.0002 -0.0161 -0.0075
O 1.2086 0.1083 -5.5869 0.0050 0.0120 0.0328
N 1.7900 -0.5472 1.9649 0.1661 -0.0632 0.0897
C 3.3133 0.2012 3.5252 -0.0262 -0.0302 -0.0008
Si -3.6741 -2.3419 3.4538 -0.0293 0.0151 0.0093
H 0.2148 4.0371 -1.1589 -0.0289 0.0495 0.0294
C -0.0388 0.7597 -3.5867 0.0225 -0.0963 0.0501
N 1.8380 -2.8928 1.9262 0.0155 -0.0410 -0.0612
C -3.5038 -3.8985 4.4833 0.0025 0.0105 -0.0155
N 1.2983 1.7734 0.8660 0.1082 -0.2271 -0.2255
H -4.2223 -3.8891 5.3057 -0.0059 0.0041 0.0030
H -3.5205 0.0827 3.9961 -0.0079 0.0045 -0.0055
C 1.3097 -0.4664 -2.0902 0.0971 0.1297 0.0141
C -0.7418 -2.8965 -0.1582 0.0014 0.0307 -0.0523
O 1.7502 -0.8632 -0.9293 0.0076 0.2283 -0.0574
H -2.3661 -0.8440 4.9512 0.0101 -0.0013 -0.0021
O 2.8867 -1.3981 -3.6602 -0.0473 0.0343 0.0144
C -1.5258 -1.5375 1.5923 -0.0645 0.0341 -0.1204
O -0.8662 1.5368 -4.0038 -0.0175 0.0522 0.0007
C 1.0613 2.9572 0.3479 -0.2262 0.1246 -0.1231
H -0.2346 2.3455 -1.0824 -0.1754 -0.1016 0.0558
Ir 0.4412 -0.0757 0.4920 0.0600 -0.0504 0.3721
C -3.3745 -0.8526 4.5357 -0.0007 -0.0226 -0.0076
H -5.5865 -3.1303 2.0710 0.0037 -0.0058 -0.0026
H -3.6840 -4.8037 3.9006 -0.0040 -0.0043 -0.0030
H -1.6767 -4.8022 -0.3970 0.0043 0.0046 -0.0022
C 2.2440 -1.6950 2.4088 -0.0173 0.3395 0.0488
C -2.4429 -2.5054 2.0221 0.0159 0.0329 -0.0146
C 0.1696 0.3064 -2.2133 0.0207 -0.2147 -0.2512
C -1.6303 -3.8909 0.1812 -0.0126 -0.0240 -0.0022
N 0.2207 3.1617 -0.6695 0.2801 0.2589 0.0617
H 3.9239 0.8444 4.1340 0.0129 0.0099 -0.0088
S -1.2359 0.0942 2.1570 -0.0424 -0.0760 -0.1773
H -3.1531 -4.4719 1.5554 -0.0035 0.0009 0.0056
N -0.6901 -1.7702 0.5505 -0.0387 0.0763 0.0778
H -6.1503 -2.2135 3.4697 -0.0026 0.0004 0.0077
S 1.8751 4.2309 1.1984 0.1054 -0.0568 -0.0201
H 1.5797 -2.8630 0.9480 -0.0624 -0.0584 0.0283
C 2.1301 1.8344 1.9697 0.1419 0.0763 0.0335
O -0.5696 0.6296 -1.1750 -0.2260 -0.1749 0.2641
C -5.3819 -2.2579 2.6950 0.0207 0.0029 0.0041
C 2.4369 0.5372 2.5600 -0.0015 -0.1494 -0.0060
H -5.4833 -1.3697 2.0686 0.0016 0.0064 -0.0039
S 3.4081 -1.5169 3.6709 -0.0357 -0.0024 -0.0054
H -2.5033 -3.9717 4.9141 0.0070 0.0003 0.0026
C 2.5673 3.0698 2.2811 -0.0720 -0.0277 0.0466
H 2.3802 -3.6981 2.1918 -0.0032 0.0030 -0.0182
C -2.4604 -3.6831 1.2809 0.0021 -0.0174 -0.0041
C 1.9183 -0.7252 -3.3995 0.0485 -0.0751 -0.0840
H -0.0546 -2.9671 -0.9936 0.0014 -0.0145 0.0067
H 3.2453 3.3671 3.0614 -0.0141 0.0128 0.0216



41
Properties=species:S:1:pos:R:3:forces:R:3 method="wB97M-V/def2-TZVPD" total_charge=+1 multiplicity=3 e_tot_ev=-27426.2765
C 0.1763 2.3378 3.5082 0.3994 -0.6725 -2.0464
H 2.3448 2.0139 2.9181 -0.1272 0.1566 -0.1877
H -0.3868 -1.8108 -2.2269 -0.0179 0.6279 1.4870
C -0.7178 1.5146 1.5271 1.1787 0.2093 0.5914
C -0.6164 -2.2700 2.9706 0.1777 -0.3999 0.1357
C 1.2977 1.9218 2.6599 -1.6720 0.4275 -0.2610
H -0.4273 2.6872 -5.3359 0.4266 -0.9363 0.0941
H -2.9696 -0.7683 -3.1017 -0.7736 0.7402 0.5414
H 1.2887 -2.6892 4.0923 -0.1382 0.1472 -0.4716
C 0.8473 -0.8853 -4.2587 -1.0949 1.4523 -0.0208
Mo 0.3115 -0.1833 2.9897 -1.9810 3.9253 -4.9980
H 2.5269 -1.8265 1.8384 -0.6254 0.2034 0.0227
C 0.4278 -1.4635 1.0837 0.1212 -0.6318 -1.0901
H -1.7978 -1.5206 1.1830 0.4787 -0.0005 0.4717
C -0.8392 -1.6930 1.6869 -0.0085 -0.3889 -0.2434
H -2.6236 -1.4623 -1.3114 -0.9800 -0.3431 -1.0225
O -1.5825 0.1712 -1.6677 1.4320 -0.1584 0.4659
C -0.0627 1.6711 -5.0646 0.4894 0.4834 -0.9595
H -1.5762 1.4530 -3.5746 0.5214 -0.3693 -0.4195
H 2.3552 -0.6208 -5.7976 -0.1350 -0.0295 0.1890
C 0.6420 0.0958 5.9817 0.4113 -0.0317 2.4200
H 1.5273 1.6474 -6.5109 0.0500 -0.3917 0.3955
C -0.3042 -0.2905 -3.6413 1.4400 0.4875 -2.0223
H -1.3868 -2.6447 3.6428 0.2903 0.3378 -0.0945
C 1.4973 -0.1912 -5.2867 -0.5016 0.8720 -0.2445
C -0.9328 -0.8948 -2.4855 -1.1406 0.0635 0.1844
C 1.0517 1.0940 -5.6946 -0.2899 -0.4559 0.3517
H 0.5776 -1.1839 0.0280 -0.0787 0.2506 0.8871
C 0.7190 1.5135 1.3857 -0.6798 0.2031 1.8244
O 0.8001 0.2654 7.1646 -0.5465 -0.4058 -3.7005
C -1.0405 2.0720 2.8090 1.0203 -0.4290 0.0100
C -0.7294 0.9707 -4.0937 -0.6685 -0.1972 1.1315
C 0.8027 -2.3316 3.1834 -0.2668 -0.5869 -0.3293
H -2.0418 2.3233 3.1365 0.1570 -0.2323 0.1437
N 0.4886 -0.1023 4.7915 0.7447 0.1140 6.2962
C -2.3968 -0.8316 -2.1824 1.3006 -1.7058 -0.1395
H 1.2092 1.4339 0.4439 0.4824 -0.5514 -0.3011
H 1.2259 -1.8445 -3.9455 -0.0217 -0.1888 0.1441
H 0.2727 2.8877 4.4301 -0.0311 -0.4890 0.3334
C 1.4420 -1.8257 1.9996 0.6380 -1.0900 0.2993
H -1.4001 1.2600 0.7250 0.0194 -0.0160 0.1321



48
Properties=species:S:1:pos:R:3:forces:R:3 method="wB97M-V/def2-TZVPD" smiles="N#CCC1CCN(C2=NC3=CN=NC(=O)[C@H]3C(Nc3ccc4nn[nH]c4c3)=N2)CC1" e_tot_ev=-36940.9739
C -1.5030 -4.2572 3.2227 -0.0555 -0.2442 -0.8021
C 0.2563 2.3297 0.8884 -1.1645 -0.4470 1.5070
C 0.2049 1.3869 1.9236 0.1608 1.0219 -0.7616
H 0.5777 -3.9944 1.5594 -0.2596 0.3188 0.0868
C -0.2192 -4.4605 0.9726 -0.0740 -1.1871 -0.0195
H -0.1495 4.3562 0.2441 -0.2192 -0.2685 0.3250
H -2.1670 -5.3232 1.4379 0.2961 0.2611 0.3545
N -0.5980 1.1715 4.3099 0.1556 -0.5532 -0.0890
C 1.7604 -0.7979 -4.0891 0.1164 0.7001 1.0624
H -1.1136 5.0352 2.4817 0.1614 -0.2726 -0.0609
H 1.4313 2.6344 -0.7663 -0.0901 0.3601 -0.3304
N 0.7243 2.0225 -0.3843 1.2287 -2.3550 -1.8502
H -0.8587 -5.0536 3.6169 0.0061 0.2653 -0.0586
H 1.5081 -1.7039 -4.6070 0.2055 -0.0112 -0.4759
H 2.7608 0.2113 -1.4551 0.3139 0.1769 0.1791
N -0.5665 -2.4541 -0.3754 0.8722 1.0447 -0.3565
C -0.2073 -3.8892 -0.4469 -1.5677 0.4386 -0.0116
C 0.7734 0.7559 -0.9829 -0.4293 1.3152 2.2231
H -3.2099 -2.8078 1.7619 0.1744 -0.2773 0.0060
C 2.1327 1.6298 -2.9326 1.8854 1.7650 1.6827
N -1.2050 2.0372 5.1841 0.6496 -0.7684 -0.5979
N 0.7965 -1.7488 -2.1202 0.8994 -0.4897 -1.1161
C -1.6899 -2.0511 0.5143 0.6545 0.9166 -0.3397
C -0.2376 3.6473 1.0734 0.2751 0.1368 0.5877
N 2.6165 1.3709 -4.2086 -0.1365 -0.4828 -1.0254
C 1.8431 0.4559 -1.9885 -0.7674 1.4158 -0.8503
H -2.3594 -1.3896 -0.0881 0.4382 -0.4107 0.6221
C -0.3286 1.8241 3.1397 0.5466 -2.1102 -0.2210
O 2.2577 2.7834 -2.4939 -0.7363 -1.8175 -0.6946
H 0.7714 -4.0099 -0.8849 0.1128 0.1226 -0.3043
H 0.5768 0.3978 1.7692 0.0122 -0.4199 0.0191
H -0.4631 0.1586 4.4717 -0.3462 0.9445 0.2226
C -1.6248 -4.3891 1.6617 0.1060 0.8061 -0.2440
H -3.1080 -3.5899 0.1986 0.2927 -0.2355 0.4134
C 0.1506 -1.4512 -1.0424 -1.5359 -1.0492 0.9004
H 0.1007 -5.5331 0.9061 -0.3481 0.7406 0.0551
C -0.7277 4.0291 2.3114 -0.0211 0.6589 -0.6311
C -0.9994 -2.9444 3.6827 0.6048 2.1761 0.9263
C -2.4944 -3.2310 1.0436 0.2561 -0.1689 -0.2890
C 1.4411 -0.7274 -2.7521 -0.1785 -1.3346 -1.0064
N -1.2854 3.1689 4.6205 -0.3025 0.6862 -0.0940
H -2.4955 -4.4277 3.6452 0.0633 0.2219 0.1522
C -0.7661 3.0842 3.3329 -0.7866 1.5287 0.6645
H -0.9836 -4.4203 -1.0714 0.9021 0.3397 0.4123
N 2.4568 0.2195 -4.7402 -0.5748 -0.3887 0.6173
N -0.0134 -0.1710 -0.5617 -0.5538 -0.0936 0.5409
H -1.2567 -1.4393 1.3234 -0.4111 -0.2164 -0.1721
N -0.6467 -1.8993 4.0828 -0.8314 -2.7601 -1.1585



40
Properties=species:S:1:pos:R:3:forces:R:3 method="wB97M-V/def2-TZVPD" total_charge=+1 e_tot_ev=-24459.3907
C 1.4496 1.9563 -1.6836 1.2028 -1.2160 0.3971
H -1.3108 -3.5685 0.9057 0.3711 0.3228 0.3514
C -0.3594 -0.6779 2.1584 0.0553 -0.3589 1.6061
C 3.9684 0.7842 -1.7022 -0.7240 0.3625 0.0398
C 2.5689 2.7640 -1.7977 -0.1400 0.1744 0.0719
C -0.6226 3.4531 -1.8023 -0.1241 -0.6225 0.0986
H -3.8159 2.2278 -1.7331 0.3298 -0.0860 0.0628
C -1.0093 -2.8390 1.6715 -0.0092 -0.3113 1.2201
H -1.4193 -4.1613 3.3399 -0.1136 -0.0760 -0.1142
H 0.9480 -1.8906 -0.8540 -0.1875 0.3533 0.2401
H -1.5970 -1.6143 -2.3763 0.4429 -0.2270 0.5454
H -0.0501 4.3702 -1.8367 -0.2161 0.1081 -0.1450
C -2.0125 3.4152 -1.8062 -0.5934 0.1603 0.0883
N -0.5728 -1.6434 1.2611 -0.0468 0.5660 -0.6542
H -2.5779 4.3527 -1.8721 0.2623 -0.4376 -0.0375
C 0.0607 -1.2740 -0.9916 -0.4959 0.9549 -1.4670
H -0.1266 0.3358 1.7973 0.0753 -0.6192 0.0720
H -0.6159 -1.8422 6.0491 0.0772 0.3723 -0.2600
C -1.2095 -1.9683 -1.3983 -0.0207 -0.2597 0.0966
H -0.9375 -3.0287 -1.4582 -0.3789 0.1735 -0.1282
C -0.6535 1.0367 -1.5359 -0.3221 0.9438 -0.3182
C 3.8324 2.1797 -1.8065 0.0087 -0.3194 0.1883
C -1.1224 -3.1704 3.0307 0.0486 0.2313 -1.1496
C 0.0531 2.2441 -1.7029 -1.2122 0.0659 0.2624
H -1.9873 -1.8545 -0.6313 0.2055 -0.0439 -0.4549
C 1.5984 0.5610 -1.4904 0.5808 1.3375 -0.2313
H 4.7248 2.8088 -1.8729 -0.3514 -0.2930 -0.0474
N -0.7703 -2.5120 5.3195 -0.5128 -1.1999 0.5772
C -0.4427 -0.9271 3.5424 -0.0110 0.1619 -1.2950
C 2.8421 -0.0436 -1.5404 -0.1092 0.0042 -0.0320
N 0.2912 -0.0118 -1.3654 0.1991 -1.7962 1.0269
C -2.0386 0.9930 -1.5319 0.1156 0.5238 -0.1952
H -1.0942 -3.4192 5.6801 0.2796 0.8003 -0.6703
H 4.9574 0.3635 -1.7433 0.1045 -0.2243 0.0113
H 2.4135 3.8419 -1.8375 0.3067 -0.2175 -0.1810
C -2.7270 2.2074 -1.6961 0.6391 0.0132 0.0455
H 2.8994 -1.1290 -1.4956 0.3856 0.2060 0.0723
C -0.7991 -2.2094 3.9957 0.4030 0.2383 0.1940
H -0.2060 -0.1563 4.2576 -0.0366 0.1998 0.0043
H -2.5296 0.0460 -1.4468 -0.4878 0.0345 0.1084



49
Properties=species:S:1:pos:R:3:forces:R:3 method="wB97M-V/def2-TZVPD" total_charge=+1 multiplicity=2 e_tot_ev=-42854.2977
O 0.1517 -0.1952 -1.1154 0.3687 -0.3042 -0.1737
C -1.9344 2.1417 -3.7495 -0.1210 -0.0306 0.0424
C 3.1268 1.1563 0.8833 0.0496 0.0763 0.0410
H 1.4107 -0.4326 3.9088 0.0027 -0.0134 0.0004
C -1.8222 0.7762 -3.9706 -0.0650 -0.0231 -0.0127
O -0.5015 3.8347 -0.4035 0.0466 -0.0345 -0.0147
H 1.6015 -4.3199 0.4356 -0.0267 0.0058 0.0001
O -3.0158 2.4186 -5.7501 -0.1342 -0.0318 0.0962
H 0.2946 0.3596 5.0208 0.0000 -0.0013 -0.0025
C -0.7847 1.9486 -1.6738 0.0628 -0.0631 -0.0347
C 4.0892 -1.2290 0.5209 -0.1352 0.9035 0.1455
C 0.3957 -0.4561 4.3071 -0.0174 0.0474 0.0024
H 4.1757 1.4292 0.9781 -0.0199 0.0109 0.0140
H -0.7617 -2.4476 2.8804 -0.0473 0.0124 0.0074
H 4.0464 -3.3984 0.3112 -0.0412 -0.0268 -0.0002
H -2.2365 0.3208 -4.8593 -0.0007 0.0087 -0.0050
N -2.6229 2.9761 -4.7495 0.3885 0.0922 -0.2432
C -1.9986 1.0057 1.7047 0.0838 0.0290 -0.5488
C -0.5839 0.5509 -1.8610 0.0113 0.1106 0.0136
N 1.8385 -0.9823 0.9050 -0.1497 -0.6354 -0.3965
C 3.5504 -2.4559 0.4759 -0.5821 -0.6464 0.0753
C -0.6097 -0.3276 3.1957 0.4385 -0.1770 0.1672
H -2.3392 -2.2954 0.9920 -0.0789 0.0236 -0.0004
H 0.5915 -3.4559 1.5952 0.0019 -0.0052 -0.0476
H -3.1440 -0.0517 0.2317 -0.0264 0.0080 0.0186
O -1.2637 -2.1301 -2.2017 -0.0208 -0.0443 -0.0518
C -1.1948 0.0145 -3.0212 -0.0132 0.0273 0.0271
C -2.0054 -1.3948 1.4878 0.4205 -0.4379 -0.6132
H -2.3262 1.9807 1.3679 0.0500 0.0152 0.0060
C -1.0704 0.9082 2.7582 0.7697 -0.0991 -0.1804
N -0.2819 2.6542 -0.5005 -0.0649 0.0289 -0.0614
C 2.1333 -2.2951 0.7004 0.3125 -0.2199 -0.1804
O 0.3291 2.0416 0.3931 0.2410 -0.2499 -0.3484
Ru -0.0926 -0.2534 0.8581 -2.6797 2.2146 2.7587
C -2.4598 -0.1286 1.0653 -0.0409 -0.1161 -0.5305
H -0.6823 1.8096 3.2142 0.0237 0.0259 -0.0574
H 5.1229 -0.9413 0.4188 -0.0152 0.0390 -0.0299
N -1.1955 -1.4445 -3.2048 -0.2048 -0.0488 -0.0370
C -1.4427 2.7328 -2.6152 -0.0078 0.0111 0.0481
C 2.9933 -0.3080 0.7704 0.7311 0.1670 0.0963
H 2.5745 1.5423 1.7410 -0.0410 0.0162 -0.0154
C 1.1212 -3.3663 0.6453 0.0280 -0.1842 -0.0131
H 0.2669 -1.3972 4.8392 -0.0129 0.0102 0.0040
O -2.6935 4.1643 -4.5225 -0.1355 -0.0421 0.0895
H -1.5596 3.7953 -2.4637 0.0021 0.0108 -0.0028
H 2.7257 1.6482 -0.0046 -0.0052 -0.0017 -0.0164
O -1.2032 -1.8582 -4.3412 0.1320 -0.0012 0.0504
C -1.1000 -1.4780 2.5415 0.5495 -0.5156 -0.0982
H 0.3868 -3.1671 -0.1400 -0.0270 0.0591 0.0123